# 1
The following is a quantum chemistry calculation of a cluster of 2 separate species, C5H10O in total, from OMol25.

ORCA input file:
```
! wB97M-V def2-TZVPD RIJCOSX def2/J DEFGRID3
* xyz 0 1
C -0.94902 1.25479 -0.52327
C -1.58085 0.14283 0.30443
C -1.13304 -0.17002 1.70121
C -0.83268 -1.06205 0.81484
H -1.05505 1.07207 -1.60115
H -1.44214 2.21153 -0.31409
H 0.11484 1.38642 -0.29942
H -2.64135 0.00945 0.06426
H -1.10829 0.15870 2.72870
H -0.35654 -1.99432 0.55165
C 2.11759 -0.37727 -0.39670
O 1.32677 -1.33058 -1.07648
H 2.39832 0.46337 -1.04733
H 3.02723 -0.88717 -0.07343
H 1.61395 0.02077 0.49531
H 0.50027 -0.89852 -1.32853
*
```

Properties
Lowest unoccupied orbital energy: 1.06 eV
SMILES string: CC1C=C1.CO
HOMO energy: -9.54 eV
Frontier orbital gap: 0.3897 hartree



# 2
The following is a quantum chemistry calculation of the molecule C5H10O in a non-equilibrium geometry, from OMol25.

ORCA input file:
```
! wB97M-V def2-TZVPD RIJCOSX def2/J DEFGRID3
* xyz 0 1
C -1.13236 0.06582 1.73090
O -1.46540 -0.79697 0.68558
C -0.76702 -0.54239 -0.47905
C -0.54105 0.47267 -1.56448
C 0.47695 0.43810 -0.46357
C 1.83145 -0.20254 -0.22044
H -1.45704 1.07238 1.45978
H -1.66658 -0.30239 2.60313
H -0.04872 0.09644 1.94190
H -0.82278 -1.51612 -0.99564
H -1.07910 1.39193 -1.73708
H -0.28071 -0.10915 -2.43779
H 0.42165 1.41964 0.05038
H 2.40892 -0.47135 -1.10508
H 2.45979 0.41646 0.43475
H 1.61002 -1.11000 0.34858
*
```

Properties
Lowest unoccupied orbital energy: 1.07 eV
SMILES string: CO[C@H]1C[C@@H]1C
HOMO energy: -8.51 eV
Frontier orbital gap: 0.3521 hartree



# 3
The following is a quantum chemistry calculation of the molecule C5H10O in a non-equilibrium geometry, from OMol25.

ORCA input file:
```
! wB97M-V def2-TZVPD RIJCOSX def2/J DEFGRID3
* xyz 0 1
C -0.58545 1.55422 -0.25186
C -0.04127 0.38275 0.13836
C 1.35997 0.16584 0.61559
C 2.27557 -0.55003 -0.45874
O -0.76085 -0.79115 0.13450
C -2.18185 -0.63830 -0.07122
H -1.62695 1.62805 -0.55670
H -0.02751 2.46096 -0.12693
H 1.23026 -0.48665 1.54239
H 1.72222 1.18206 0.80370
H 3.31031 -0.60999 -0.02522
H 2.27858 0.07448 -1.39590
H 1.99825 -1.57949 -0.76411
H -2.48495 -0.18375 -1.05433
H -2.65835 -1.62409 -0.12651
H -2.61683 -0.01928 0.79485
*
```

Properties
Lowest unoccupied orbital energy: 1.08 eV
SMILES string: C=C(CC)OC
HOMO energy: -8.76 eV
Frontier orbital gap: 0.3616 hartree



# 4
The following is a quantum chemistry calculation of the molecule C5H10O, from OMol25.

ORCA input file:
```
! wB97M-V def2-TZVPD RIJCOSX def2/J DEFGRID3
* xyz 0 1
C -0.02727 0.99666 -1.16729
C 0.09496 -0.32877 -0.41152
C 1.54383 -0.82680 -0.46857
C -0.36239 -0.23858 1.05090
C -1.76358 0.25007 1.34217
O -2.54091 0.72680 0.54925
H 0.30282 0.86996 -2.20563
H 0.60703 1.76719 -0.70881
H -1.05775 1.35483 -1.17292
H -0.54428 -1.06802 -0.91379
H 1.68001 -1.77457 0.06482
H 1.86281 -0.97809 -1.50654
H 2.22327 -0.08907 -0.01998
H -0.27472 -1.22192 1.54052
H 0.31726 0.41941 1.61671
H -2.06110 0.14088 2.41067
*
```

Properties
Lowest unoccupied orbital energy: 1.03 eV
SMILES string: CC(C)CC=O
HOMO energy: -9.75 eV
Frontier orbital gap: 0.3962 hartree